1.
{"formula": "C18H54ClO13", "method": "ωB97M-V with the def2-TZVPD basis set", "symbols": ["Cl", "O", "O", "O", "O", "C", "C", "O", "H", "H", "H", "H", "H", "H", "C", "C", "O", "H", "H", "H", "H", "H", "H", "C", "C", "O", "H", "H", "H", "H", "H", "H", "C", "C", "O", "H", "H", "H", "H", "H", "H", "C", "C", "O", "H", "H", "H", "H", "H", "H", "C", "C", "O", "H", "H", "H", "H", "H", "H", "C", "C", "O", "H", "H", "H", "H", "H", "H", "C", "C", "O", "H", "H", "H", "H", "H", "H", "C", "C", "O", "H", "H", "H", "H", "H", "H"], "coordinates": [[0.69144, 0.18920, -0.07571], [-0.24819, 0.37270, 0.93366], [0.14611, 0.50227, -1.41625], [1.79876, 1.02009, 0.22093], [1.15582, -1.17882, -0.18032], [-4.00106, -5.75208, 0.10768], [-3.89698, -5.10184, -1.32627], [-5.15141, -4.65459, -1.70616], [-3.05511, -5.69561, 0.64628], [-4.44729, -6.74368, 0.03206], [-4.57940, -5.03229, 0.68691], [-3.47236, -5.81648, -2.03132], [-3.20916, -4.25688, -1.35856], [-5.08024, -4.06957, -2.46398], [5.15655, 1.66721, 5.83463], [6.36258, 0.91895, 5.17999], [7.60605, 1.06113, 5.81758], [4.22185, 1.41167, 5.33550], [5.26674, 2.74735, 5.73847], [5.05877, 1.36150, 6.87630], [6.55280, 1.16310, 4.13485], [6.13459, -0.13673, 5.03281], [7.39560, 0.58399, 6.62358], [-1.25956, 8.05007, 3.91371], [-0.90605, 6.70414, 3.27135], [-0.48644, 5.80441, 4.27125], [-1.48993, 8.81862, 3.17590], [-0.45141, 8.49648, 4.49312], [-2.03988, 7.88606, 4.65688], [-0.07482, 6.88063, 2.58870], [-1.69184, 6.33638, 2.61151], [-0.50122, 4.95002, 3.83376], [2.45302, -5.19858, -7.82351], [2.97581, -3.86676, -7.16378], [3.23445, -3.83447, -5.78298], [3.10458, -6.06586, -7.71675], [2.17918, -5.07172, -8.87089], [1.51069, -5.51611, -7.37709], [2.38798, -2.98848, -7.43056], [3.89936, -3.61662, -7.68588], [2.55929, -3.33172, -5.32147], [-6.31140, 5.13399, -1.33693], [-5.68970, 4.09617, -2.25797], [-6.32164, 4.14436, -3.53602], [-5.85082, 5.02013, -0.35560], [-7.39393, 5.05237, -1.23906], [-6.06179, 6.13215, -1.69674], [-5.55385, 3.12685, -1.77833], [-4.65525, 4.39233, -2.43202], [-6.06569, 3.30864, -3.93309], [6.58131, 6.99005, 2.32581], [8.15362, 7.05012, 2.63008], [8.51458, 6.07025, 3.59528], [6.37255, 7.51989, 1.39641], [5.91850, 7.41902, 3.07732], [6.15164, 5.98855, 2.30401], [8.47193, 8.04237, 2.94978], [8.81209, 6.86412, 1.78160], [7.92066, 6.43572, 4.25505], [5.49641, -8.48080, 2.82564], [4.42522, -7.63392, 2.13044], [4.91491, -6.31806, 2.15423], [5.63249, -8.06702, 3.82482], [6.44802, -8.19707, 2.37615], [5.26565, -9.54514, 2.87079], [3.49125, -7.74307, 2.68171], [4.18884, -7.90713, 1.10206], [4.30273, -5.77184, 1.65575], [-2.82431, -1.39241, -9.66911], [-3.82712, -1.78378, -8.57258], [-3.85603, -0.84308, -7.52412], [-2.76001, -2.19130, -10.40785], [-1.79901, -1.27312, -9.31892], [-3.00433, -0.42439, -10.13668], [-3.50480, -2.66269, -8.01426], [-4.74998, -2.12457, -9.04193], [-2.93073, -0.88337, -7.27155], [-7.88512, -1.46291, 5.07265], [-6.84174, -0.51208, 4.41819], [-5.57256, -0.82068, 4.94223], [-7.70963, -1.60600, 6.13887], [-7.85666, -2.46528, 4.64539], [-8.86237, -1.02183, 4.87635], [-7.06355, 0.53847, 4.60593], [-6.93173, -0.69477, 3.34738], [-4.98796, -0.49646, 4.25323]], "de_lowest_kcal_mol": 156.59, "lumo_ev": 1.882, "e_tot_ha": -2156.12619, "homo_lumo_gap_ev": 7.55, "homo_energy_ha": -0.208, "total_charge": -1}

---

2.
{"formula": "C18H54InO24P6", "method": "ωB97M-V with the def2-TZVPD basis set", "symbols": ["In", "C", "O", "P", "O", "O", "C", "O", "C", "H", "H", "H", "H", "H", "H", "H", "H", "H", "C", "O", "P", "O", "O", "C", "O", "C", "H", "H", "H", "H", "H", "H", "H", "H", "H", "C", "O", "P", "O", "O", "C", "O", "C", "H", "H", "H", "H", "H", "H", "H", "H", "H", "C", "O", "P", "O", "O", "C", "O", "C", "H", "H", "H", "H", "H", "H", "H", "H", "H", "C", "O", "P", "O", "O", "C", "O", "C", "H", "H", "H", "H", "H", "H", "H", "H", "H", "C", "O", "P", "O", "O", "C", "O", "C", "H", "H", "H", "H", "H", "H", "H", "H", "H"], "coordinates": [[-0.02472, 0.08149, 0.10172], [2.84226, 5.81575, 1.66245], [2.33345, 4.48968, 1.34081], [0.97793, 4.39090, 0.44285], [0.48126, 3.01537, 0.31471], [1.41340, 5.14953, -0.93711], [1.00401, 4.55170, -2.17891], [0.03689, 5.42920, 1.17656], [-1.22694, 5.88413, 0.58174], [2.93704, 6.13480, 2.70039], [2.43439, 6.61056, 1.03793], [3.87377, 5.82711, 1.31037], [1.41536, 3.55700, -2.35055], [1.02529, 5.21275, -3.04532], [-0.05984, 4.32065, -2.12465], [-2.03940, 5.20778, 0.84734], [-1.10769, 5.96996, -0.49831], [-1.48772, 6.88456, 0.92705], [4.96266, -1.79532, 0.32582], [4.28668, -2.92945, 0.80681], [2.93429, -2.78745, 1.66296], [1.91589, -1.85860, 1.07940], [3.49470, -2.38614, 3.15251], [4.45755, -3.27680, 3.78408], [2.45817, -4.33116, 1.88138], [1.11676, -4.69756, 2.00381], [5.62447, -1.41311, 1.10301], [4.30452, -0.97710, 0.03348], [5.51808, -2.03832, -0.58002], [5.43645, -2.80692, 3.87936], [4.51718, -4.24348, 3.28399], [4.03329, -3.51175, 4.76024], [0.31428, -4.05624, 1.63934], [0.95704, -4.79168, 3.07793], [0.92020, -5.65743, 1.52621], [-3.63268, 3.52411, -1.21002], [-3.28938, 3.34882, -2.53715], [-2.51998, 1.98088, -2.99639], [-1.47852, 1.51323, -2.05014], [-3.73594, 0.95026, -3.19265], [-4.95220, 1.40243, -3.93819], [-1.94724, 2.24917, -4.53008], [-1.43320, 3.47784, -4.96083], [-3.33844, 2.77157, -0.47844], [-4.69423, 3.72749, -1.06917], [-3.02800, 4.36735, -0.87624], [-5.02587, 2.46093, -4.18771], [-5.79546, 1.14305, -3.29808], [-5.14194, 0.78020, -4.81279], [-0.56778, 3.44827, -5.62286], [-1.35907, 4.25884, -4.20409], [-2.20637, 3.85742, -5.62883], [-4.94812, -3.49226, 1.58337], [-3.84906, -2.73195, 1.21014], [-3.83006, -1.83752, -0.14625], [-2.64508, -0.95706, -0.29221], [-3.94534, -2.93049, -1.36725], [-3.99150, -2.40161, -2.72242], [-5.25104, -1.03513, -0.25520], [-5.34764, 0.26790, 0.25617], [-5.37735, -2.89177, 2.38541], [-4.59999, -4.44025, 1.99353], [-5.67305, -3.55583, 0.77187], [-3.05367, -2.53766, -3.26099], [-4.29057, -1.35367, -2.70044], [-4.78147, -2.92246, -3.26349], [-6.35371, 0.33955, 0.66942], [-5.39150, 1.05744, -0.49403], [-4.68291, 0.54510, 1.07433], [-1.40173, -5.13284, -3.70738], [-0.95999, -3.86882, -3.12150], [-0.04775, -3.93913, -1.83276], [-0.01417, -2.60946, -1.08789], [-0.65429, -5.17876, -0.93753], [-1.87868, -5.00692, -0.16765], [1.39519, -4.57000, -2.36909], [2.53241, -3.71773, -2.51999], [-1.08138, -6.03952, -3.19414], [-0.99133, -5.24499, -4.71092], [-2.49023, -5.15666, -3.75937], [-1.73731, -4.15460, 0.49693], [-2.11824, -5.91501, 0.38560], [-2.79479, -4.89948, -0.74842], [3.05521, -3.88928, -3.46092], [3.21116, -3.98875, -1.71132], [2.18629, -2.68467, -2.48684], [4.54944, 0.20720, 5.20493], [3.36183, 0.08035, 4.48860], [3.14919, 0.94007, 3.12191], [1.94177, 0.64002, 2.21264], [3.18870, 2.49281, 3.59430], [2.20034, 3.04085, 4.34867], [4.59179, 0.79247, 2.38467], [5.02609, 1.78265, 1.45657], [5.41399, -0.25898, 4.73234], [4.45059, -0.13593, 6.23478], [4.73120, 1.28134, 5.24093], [2.53235, 2.84813, 5.36882], [1.22903, 2.57011, 4.19679], [2.15809, 4.09352, 4.06901], [4.27289, 2.52663, 1.19720], [5.33643, 1.31071, 0.52434], [5.73355, 2.42650, 1.97913]], "lumo_ev": [-5.602, -10.085], "spin_multiplicity": 2, "e_tot_ha": -4762.16439, "homo_lumo_gap_ev": [9.25, 4.75], "homo_energy_ha": [-0.546, -0.545], "s2": 0.752, "total_charge": 2}